Density functional theory data (ωB97M-V/def2-TZVPD) for a molecular structure, C2H4AgClCuO4S.

XYZ file:
```
14
Properties=species:S:1:pos:R:3:forces:R:3:nbo_charge:R:1
Ag 6.83507 12.77018 20.82217 -0.172 -0.299 -0.452 0.930
Cu 8.89518 10.90801 18.48125 -1.120 0.070 -0.022 0.925
Cl 6.48168 11.26266 18.74047 1.422 0.294 0.556 -0.848
C 2.79986 9.95828 16.79506 0.276 0.449 0.696 -0.134
C 2.96167 10.11901 18.33445 0.514 0.252 -0.773 -0.105
O 1.94045 9.27473 18.83361 -0.190 -0.420 -0.085 -0.615
S 1.93300 7.91574 18.01887 -0.406 0.398 1.192 2.503
O 0.63873 7.42866 17.86506 -0.465 0.040 -0.384 -0.724
O 3.02302 7.09691 18.39252 0.718 0.015 -0.266 -0.700
O 2.48794 8.61847 16.61650 -0.092 -0.263 -0.490 -0.333
H 3.63866 10.26997 16.17564 -0.051 -0.223 -0.190 0.276
H 1.89156 10.54391 16.52204 0.003 -0.148 -0.139 0.324
H 2.82266 11.15209 18.63357 -0.298 -0.120 0.278 0.257
H 3.96335 9.76497 18.61233 -0.139 -0.044 0.080 0.245
```
Forces are in eV/Å.

Its spin multiplicity is 2. The value obtained for the lowest unoccupied orbital energy (spin up / spin down) is -8.463 / -12.727 eV. The calculation puts the orbital gap (spin up / spin down) at 9.41 / 5.15 eV. Its net charge is +2. The value obtained for the HOMO energy (spin up / spin down) is -17.9 / -17.9 eV. The maximum force is 1.55 eV Å⁻¹. The energy above the lowest of the compared OMol25 structures with the same formula, charge and spin is 0.0 kcal per mole.


Density functional theory data (ωB97M-V/def2-TZVPD) for 5 unconnected molecules or ions with the total composition C41H89BrIN3O11PS.

XYZ file:
```
148
Properties=species:S:1:pos:R:3:forces:R:3:lowdin_charge:R:1
C 2.96353 1.28595 -1.17574 -0.349 -0.090 -0.162 -0.095
C 2.59322 -0.10831 -1.68708 -0.041 0.443 1.104 -0.226
C 1.42070 -0.67745 -0.84345 0.975 -0.351 -1.169 -0.189
C 1.67383 -2.16372 -0.58238 -0.610 0.686 0.588 -0.113
C 0.65836 -2.96160 0.25458 -0.162 -1.642 -0.202 -0.331
C 0.78144 -4.44017 -0.29110 0.671 0.846 0.125 -0.141
C 2.22742 -4.96788 -0.40773 -0.587 -0.389 -0.583 -0.190
C 2.29416 -6.49373 -0.27454 -0.556 0.521 -0.433 -0.206
S 1.99402 -7.29915 -1.84581 0.673 -0.828 -0.223 0.571
O 2.02132 -8.70142 -1.64436 -0.343 -0.581 0.597 -0.257
O 2.86361 -6.76535 -2.82676 0.125 0.841 -0.436 -0.247
O 0.50939 -6.88027 -2.27762 0.157 0.594 0.199 -0.139
C 0.96861 -3.05484 1.75558 0.360 0.914 -0.011 -0.205
C 1.22585 -1.72032 2.49798 -0.485 0.144 0.653 -0.145
C 0.20023 -1.34534 3.58377 1.025 -0.367 -0.123 -0.072
N -0.02247 -3.88529 2.50131 -0.079 0.515 -0.971 0.137
C -1.33122 -3.83906 2.03029 0.011 -0.473 0.146 -0.288
N -2.27615 -4.12505 2.89219 -0.143 -0.451 0.328 -0.013
C -1.92295 -4.43620 4.27875 -0.422 -0.810 0.430 -0.111
C -1.36209 -5.86411 4.44771 3.274 -0.050 0.444 -0.755
O -0.16707 -6.06119 4.62094 -3.190 0.253 -0.504 0.037
Br -2.64272 -7.29535 4.38647 0.218 0.340 0.016 0.777
C -3.70420 -4.17040 2.54328 -0.093 0.287 -0.422 -0.660
I -4.16959 -5.74652 1.14037 -0.038 0.052 0.113 0.954
C -4.28278 -2.83037 2.08976 -0.911 -0.616 -0.314 -0.286
C -5.77439 -2.74186 2.47874 0.335 -0.106 0.216 -0.075
N -1.69887 -3.56922 0.74089 0.592 0.873 -0.270 0.103
C -0.81293 -2.57617 0.04889 0.299 -0.082 0.811 -0.195
C -1.23891 -1.19786 0.56426 -0.663 0.474 -1.127 -0.123
C -2.08661 -0.42263 -0.48186 0.104 0.598 0.821 -0.174
C -3.37968 0.19446 0.10951 1.205 0.073 -0.888 -0.189
P -3.63604 1.92660 -0.34958 -2.368 0.126 0.098 0.460
O -5.04464 2.25048 -0.11819 -0.476 -0.023 0.288 -0.255
O -2.69972 2.87749 0.54308 0.521 -0.630 -0.658 -0.207
C -2.93083 2.79100 1.95004 0.389 0.208 0.945 -0.284
C -2.21349 3.92937 2.65853 -0.405 -0.400 -0.436 -0.052
O -3.25398 2.09548 -1.87560 1.238 0.345 0.599 -0.177
C -2.39072 3.21139 -2.24476 0.460 -0.172 -0.615 -0.226
C -0.93579 2.86400 -2.00938 -0.396 -0.003 0.310 -0.078
H 2.06717 1.85922 -0.95305 -0.166 0.244 -0.185 0.060
H 3.56087 1.83328 -1.89440 0.180 0.149 -0.023 0.074
H 3.49972 1.20507 -0.23671 0.256 -0.008 0.150 0.071
H 3.46789 -0.72251 -1.50325 0.190 -0.334 -0.429 0.101
H 2.35117 -0.08090 -2.74092 0.020 -0.172 -0.246 0.108
H 0.54004 -0.59202 -1.47277 -0.468 0.286 0.331 0.111
H 1.36207 -0.05931 0.04134 -0.297 -0.035 0.238 0.087
H 1.71479 -2.63168 -1.56009 0.111 -0.097 -0.243 0.131
H 2.65823 -2.27486 -0.13652 0.214 -0.056 0.102 0.127
H 0.34964 -4.41033 -1.28888 -0.203 -0.262 -0.130 0.125
H 0.21624 -5.13416 0.32505 -0.225 -0.151 0.056 0.093
H 2.56057 -4.75444 -1.41747 0.368 0.235 -0.090 0.109
H 2.92912 -4.47527 0.25290 0.035 -0.060 0.346 0.111
H 3.27139 -6.84685 0.02694 0.171 -0.203 -0.015 0.117
H 1.53389 -6.89470 0.38814 0.032 -0.139 0.387 0.099
H -0.05651 -6.78694 -1.50229 -0.178 -0.286 0.026 0.077
H 1.90501 -3.59081 1.83518 0.107 -0.331 0.048 0.139
H 1.32949 -0.86912 1.84052 0.131 -0.136 -0.401 0.087
H 2.17125 -1.80367 3.02047 0.316 0.017 -0.028 0.109
H 0.38316 -2.00229 4.42606 -0.421 -0.216 0.249 0.070
H -0.82346 -1.40047 3.24103 -0.290 0.103 0.119 0.049
H 0.44468 -0.35382 3.94247 -0.244 0.360 -0.031 0.076
H 0.27426 -4.85439 2.41234 -0.034 -0.132 0.722 0.149
H -2.80958 -4.38306 4.89853 -0.333 0.079 -0.142 0.126
H -1.22803 -3.71671 4.67823 0.555 0.082 -0.199 0.122
H -4.25091 -4.45708 3.42348 0.201 -0.341 0.401 0.063
H -4.24919 -2.78803 1.01238 0.511 0.410 -0.223 0.074
H -3.73746 -2.01232 2.54333 0.302 0.131 -0.015 0.103
H -6.12162 -3.64992 2.96502 -0.074 -0.154 0.047 0.069
H -6.40352 -2.58830 1.61492 -0.146 0.152 -0.166 0.081
H -5.91908 -1.93254 3.18053 -0.211 0.224 0.096 0.080
H -1.83021 -4.41191 0.19299 -0.510 -0.118 0.148 0.083
H -1.04658 -2.67973 -1.00251 -0.084 0.088 -0.272 0.151
H -0.40799 -0.56625 0.83320 0.208 -0.101 0.106 0.091
H -1.87095 -1.27754 1.43590 0.009 -0.386 0.375 0.077
H -2.31038 -1.02656 -1.35236 -0.139 -0.150 -0.132 0.115
H -1.48479 0.41098 -0.82997 0.242 -0.056 -0.303 0.071
H -3.35555 0.18206 1.19195 -0.176 -0.093 0.268 0.069
H -4.24400 -0.34451 -0.24787 -0.429 0.000 0.106 0.096
H -2.52195 1.85884 2.34088 0.081 -0.285 -0.222 0.100
H -3.98891 2.80670 2.18787 -0.268 -0.010 -0.282 0.117
H -2.86449 4.79132 2.70528 0.135 0.384 -0.057 0.080
H -1.97435 3.61257 3.66497 0.093 0.061 0.280 0.075
H -1.30029 4.14066 2.11547 0.200 0.247 0.057 0.080
H -2.52094 3.34753 -3.31010 -0.392 0.031 -0.205 0.109
H -2.69878 4.11217 -1.72921 -0.114 0.093 0.176 0.119
H -0.77425 2.65675 -0.95678 0.169 -0.138 0.168 0.055
H -0.29003 3.69120 -2.27338 0.105 0.202 -0.223 0.086
H -0.68911 1.99830 -2.61329 0.232 -0.167 -0.080 0.077
C -4.52817 3.09296 -7.62891 -0.033 -0.116 0.069 -0.074
C -3.09043 3.18284 -7.14904 -0.034 0.076 -0.126 -0.268
O -2.85070 2.50361 -5.92580 0.119 0.094 0.261 -0.173
C -3.10335 1.11156 -5.92191 -0.059 -0.098 -0.049 -0.284
C -2.27114 0.32826 -6.92323 0.042 0.096 -0.059 -0.078
H -5.20925 3.48315 -6.87135 0.007 0.033 -0.007 0.083
H -4.65406 3.67208 -8.54392 0.015 0.026 0.007 0.076
H -4.82634 2.06589 -7.84415 0.021 0.008 -0.072 0.066
H -2.83716 4.22594 -6.95912 0.061 -0.024 0.080 0.111
H -2.39596 2.83222 -7.91944 -0.045 -0.039 -0.031 0.110
H -4.17146 0.91776 -6.06962 0.005 -0.022 -0.054 0.109
H -2.86424 0.77402 -4.91161 -0.006 0.094 0.044 0.109
H -2.48339 0.62299 -7.95107 -0.053 -0.048 -0.004 0.068
H -2.48135 -0.73824 -6.83446 -0.001 -0.005 0.022 0.076
H -1.20702 0.49231 -6.74636 0.004 -0.017 0.016 0.080
C 5.79447 -1.91061 4.42765 -0.007 0.072 0.039 -0.073
C 5.78125 -1.49047 2.96733 0.077 -0.047 0.069 -0.285
O 5.12217 -0.26047 2.73009 -0.282 -0.007 -0.185 -0.178
C 5.66723 0.87463 3.38921 0.098 0.108 0.190 -0.278
C 7.10906 1.17202 3.01996 0.027 -0.165 -0.081 -0.071
H 4.77618 -1.97665 4.81712 -0.002 -0.015 -0.005 0.066
H 6.27313 -2.88459 4.53462 -0.013 -0.013 -0.016 0.081
H 6.34078 -1.20312 5.05179 0.044 -0.023 -0.010 0.071
H 5.23373 -2.23340 2.38296 -0.040 0.060 -0.052 0.107
H 6.79746 -1.46353 2.56090 0.028 -0.006 0.058 0.110
H 5.55535 0.76820 4.47392 0.066 0.009 0.008 0.097
H 5.04304 1.71862 3.09411 -0.098 -0.088 -0.065 0.118
H 7.78110 0.36162 3.30510 0.015 0.040 0.076 0.068
H 7.44621 2.07568 3.52681 -0.026 0.019 -0.001 0.082
H 7.20573 1.31672 1.94303 -0.006 0.040 0.002 0.083
C -0.24953 9.17227 -8.57734 -0.078 0.027 0.098 -0.079
C -0.70451 7.76508 -8.92245 0.023 0.072 -0.096 -0.282
O -1.34121 7.08668 -7.85366 0.052 -0.203 0.100 -0.167
C -2.51735 7.68823 -7.34482 -0.106 0.089 -0.002 -0.286
C -3.62638 7.84133 -8.37196 0.072 -0.006 -0.103 -0.076
H 0.42607 9.15628 -7.72115 0.024 -0.011 -0.016 0.081
H 0.27214 9.61612 -9.42548 0.019 -0.022 -0.007 0.078
H -1.08719 9.82426 -8.32665 -0.008 0.017 -0.068 0.066
H 0.16387 7.15712 -9.17612 -0.025 -0.072 0.060 0.117
H -1.34975 7.77117 -9.80777 -0.020 0.063 0.008 0.107
H -2.28356 8.65209 -6.87922 -0.021 0.034 -0.050 0.107
H -2.86104 7.03253 -6.54365 0.098 -0.057 0.005 0.111
H -3.33707 8.49936 -9.19191 -0.025 0.060 0.037 0.067
H -4.51596 8.26477 -7.90506 -0.004 -0.020 0.022 0.078
H -3.88360 6.87214 -8.80237 -0.022 -0.009 0.025 0.075
C 1.83185 0.90786 7.16297 -0.019 -0.009 0.137 -0.072
C 3.18581 0.67097 6.51739 -0.040 -0.069 -0.077 -0.297
O 4.27466 1.19968 7.24338 0.131 0.138 -0.122 -0.159
C 4.46120 0.69116 8.55382 -0.022 -0.077 0.141 -0.272
C 4.70215 -0.80775 8.60602 -0.055 -0.026 -0.147 -0.075
H 1.65802 1.97331 7.31659 0.012 0.013 -0.043 0.086
H 1.04005 0.51474 6.52198 -0.002 0.015 -0.012 0.061
H 1.74538 0.41840 8.13375 -0.011 -0.067 -0.034 0.069
H 3.21011 1.16962 5.54675 0.097 0.035 0.014 0.113
H 3.34491 -0.39730 6.32122 -0.078 -0.025 0.042 0.096
H 3.61830 0.97191 9.19459 -0.031 -0.051 -0.010 0.109
H 5.33462 1.21049 8.94622 0.006 0.067 -0.083 0.121
H 3.84750 -1.37424 8.23195 -0.029 -0.001 0.073 0.065
H 4.88423 -1.12306 9.63321 0.025 0.018 0.008 0.080
H 5.56796 -1.07619 7.99868 0.026 0.007 0.029 0.076
```
Forces are in eV/Å.

The value obtained for the lowest unoccupied orbital energy is -3.924 eV. The calculation puts the orbital gap at 6.85 eV. Its net charge is +1. The value obtained for the HOMO energy is -10.8 eV. The maximum force is 3.30 eV Å⁻¹.